No. 1
{
  "formula": "C18H22N2O3",
  "method": "ωB97M-V/def2-TZVPD",
  "species": ["C", "H", "H", "H", "O", "C", "O", "C", "C", "N", "C", "C", "C", "C", "C", "C", "H", "H", "H", "H", "C", "H", "H", "C", "O", "N", "C", "H", "C", "C", "C", "H", "C", "C", "H", "H", "H", "H", "H", "H", "H", "H", "H", "H", "H"],
  "coordinates": [[-2.462192, -4.707219, -1.913535], [-2.967839, -4.777223, -2.878058], [-1.655918, -5.439228, -1.864202], [-3.178531, -4.877240, -1.106973], [-1.892643, -3.414352, -1.785730], [-2.422697, -2.594919, -0.845550], [-3.330198, -2.919914, -0.116831], [-1.750686, -1.306059, -0.834045], [-0.701156, -0.906979, -1.629308], [-0.333163, 0.361835, -1.331004], [-1.147460, 0.832856, -0.326457], [-1.168950, 2.067612, 0.310955], [-2.103777, 2.249295, 1.308446], [-2.999417, 1.237250, 1.664070], [-2.990360, 0.014896, 1.029397], [-2.053879, -0.194846, 0.020246], [-3.680997, -0.770245, 1.291310], [-3.714132, 1.425755, 2.451365], [-2.147453, 3.196569, 1.825010], [-0.488196, 2.857373, 0.035012], [0.759362, 1.081542, -1.925059], [0.382762, 1.874313, -2.583312], [1.357347, 0.392510, -2.528712], [1.658769, 1.789480, -0.897742], [1.918059, 2.970780, -1.041036], [2.124956, 1.070843, 0.138524], [1.908436, -0.347109, 0.343053], [0.977676, -0.517808, 0.899530], [3.077145, -0.963331, 1.106551], [3.236192, -0.327640, 2.492585], [2.619946, 1.073645, 2.523377], [3.066613, 1.661841, 3.325162], [2.804535, 1.812814, 1.202276], [4.267788, 2.088411, 0.855251], [4.312568, 2.651993, -0.072818], [4.838801, 1.172972, 0.738128], [4.721113, 2.684071, 1.643199], [2.300383, 2.785977, 1.263472], [1.549343, 1.001406, 2.726710], [4.293856, -0.277475, 2.752363], [2.744783, -0.943573, 3.246801], [3.984796, -0.827073, 0.516915], [2.905375, -2.036465, 1.196929], [1.823336, -0.844490, -0.624365], [-0.200958, -1.467070, -2.396285]],
  "forces_ev_per_angstrom": [[-0.3, -0.3, 0.1], [0.0, 0.0, 0.1], [0.0, 0.1, 0.0], [0.1, -0.1, -0.2], [0.2, 0.3, 0.0], [-0.1, -0.3, 0.0], [0.1, 0.2, 0.0], [0.3, 0.3, -0.2], [-0.4, -0.5, 0.1], [0.0, -0.1, -0.1], [-0.6, -0.2, 0.4], [0.1, 0.1, 0.0], [0.1, 0.1, 0.0], [-0.1, -0.1, 0.1], [0.0, 0.0, 0.0], [0.2, 0.1, -0.1], [-0.1, -0.1, 0.0], [-0.1, 0.0, 0.1], [0.0, 0.1, 0.0], [0.1, 0.1, 0.0], [0.2, 0.5, -0.2], [0.2, -0.1, 0.1], [-0.1, 0.0, 0.1], [-0.1, -0.3, -0.3], [0.0, 0.3, -0.2], [0.1, 0.1, 0.2], [0.0, -0.5, 0.0], [0.0, -0.1, -0.1], [-0.1, 0.0, 0.0], [0.0, 0.0, 0.0], [0.0, 0.0, -0.1], [-0.1, 0.1, 0.0], [0.2, 0.4, 0.2], [-0.3, 0.1, 0.0], [0.1, 0.0, -0.1], [0.1, -0.1, 0.0], [0.1, 0.1, 0.1], [0.1, -0.2, 0.0], [0.0, 0.0, 0.0], [0.0, 0.0, 0.1], [0.1, 0.0, 0.0], [0.0, -0.1, 0.0], [0.0, 0.0, -0.1], [-0.1, 0.0, 0.1], [0.1, -0.1, -0.1]],
  "lowdin_charge": [-0.05, 0.09, 0.09, 0.09, -0.05, -0.45, 0.11, -0.07, 0.01, -0.05, -0.17, 0.00, -0.08, -0.09, -0.01, -0.10, 0.11, 0.10, 0.10, 0.11, -0.02, 0.14, 0.14, -0.46, 0.05, 0.00, -0.14, 0.14, -0.16, -0.18, -0.15, 0.12, -0.32, -0.02, 0.08, 0.07, 0.08, 0.15, 0.12, 0.11, 0.11, 0.11, 0.11, 0.12, 0.14],
  "de_lowest_ev": 0.462,
  "gap_ev": 8.8,
  "largest_force_ev_per_a": 0.716,
  "multiplicity": 1,
  "smiles": "COC(=O)c1cn(CC(=O)N2CCCC[C@H]2C)c2ccccc12"
}

---

No. 2
{
  "formula": "C18H22N2O4",
  "method": "ωB97M-V/def2-TZVPD",
  "species": ["C", "C", "N", "O", "C", "C", "C", "H", "H", "O", "C", "C", "C", "C", "C", "C", "H", "H", "C", "O", "N", "H", "C", "H", "C", "H", "C", "H", "H", "C", "H", "C", "H", "O", "H", "H", "H", "H", "H", "C", "H", "H", "H", "H", "H", "H"],
  "coordinates": [[4.523571, 0.853035, 2.058485], [4.449728, -0.376958, 1.235348], [4.411770, -1.568001, 1.769314], [4.337949, -2.471667, 0.762203], [4.325795, -1.827639, -0.415526], [4.398602, -0.478325, -0.187082], [4.436204, 0.632385, -1.187364], [4.058108, 0.276215, -2.156047], [5.468773, 0.972765, -1.328080], [3.747821, 1.793668, -0.774234], [2.405188, 1.734590, -0.566979], [1.819191, 2.906037, -0.080077], [0.466599, 2.956675, 0.163850], [-0.339078, 1.838582, -0.048941], [0.243872, 0.681672, -0.550088], [1.601781, 0.625870, -0.811592], [2.019494, -0.287030, -1.205105], [-0.358515, -0.187565, -0.773664], [-1.798488, 1.962024, 0.225978], [-2.396259, 3.017167, 0.119740], [-2.398065, 0.824698, 0.653915], [-1.890452, -0.045693, 0.659241], [-3.825436, 0.713464, 0.808729], [-4.244597, 1.715437, 0.694813], [-4.408290, -0.232290, -0.252758], [-4.127756, 0.142779, -1.244719], [-5.931931, -0.404262, -0.110745], [-6.471723, 0.109339, -0.902165], [-6.260244, -0.004401, 0.849358], [-6.125468, -1.921015, -0.152797], [-6.973194, -2.259336, 0.437665], [-4.789857, -2.411163, 0.401937], [-4.522579, -3.420276, 0.085838], [-3.824657, -1.527046, -0.127867], [-4.788670, -2.367626, 1.501325], [-6.245955, -2.262271, -1.181113], [-4.055148, 0.327911, 1.808063], [0.004922, 3.861388, 0.528461], [2.452848, 3.761877, 0.091519], [4.259257, -2.632167, -1.660824], [3.964491, -3.648808, -1.415637], [3.540897, -2.203371, -2.357141], [5.233014, -2.657277, -2.148874], [4.767536, 0.588541, 3.083036], [3.563610, 1.368527, 2.043183], [5.275323, 1.529525, 1.657427]],
  "forces_ev_per_angstrom": [[-0.1, 0.0, 0.1], [0.0, -0.5, -0.4], [0.1, 0.6, 1.1], [0.0, -0.4, -0.8], [0.0, 1.0, 0.1], [-0.1, -0.7, -0.1], [0.3, -0.4, -0.1], [0.1, 0.1, 0.1], [-0.2, 0.0, -0.1], [-0.1, 0.2, 0.1], [-0.3, 0.1, 0.1], [0.2, -0.1, -0.1], [-0.1, -0.1, 0.0], [0.2, 0.0, -0.2], [-0.2, 0.3, 0.1], [0.4, -0.1, -0.1], [0.1, 0.0, 0.0], [-0.1, -0.1, 0.0], [0.0, -0.2, 0.2], [0.0, 0.3, 0.0], [0.0, -0.4, 0.0], [0.1, 0.1, 0.0], [-0.2, -0.2, -0.4], [0.0, -0.1, 0.1], [-0.1, 0.6, 0.1], [0.0, 0.0, 0.1], [0.2, -0.1, 0.0], [0.0, 0.1, 0.0], [0.0, 0.0, 0.0], [0.2, 0.0, 0.0], [-0.1, 0.0, 0.0], [-0.3, -0.2, 0.1], [0.0, 0.0, 0.1], [0.2, 0.1, -0.1], [0.0, -0.1, -0.1], [0.0, 0.0, 0.0], [-0.1, 0.1, -0.1], [0.0, 0.1, 0.0], [0.1, 0.1, 0.0], [0.1, 0.0, 0.2], [0.0, -0.1, -0.1], [-0.1, 0.0, -0.1], [0.0, -0.1, -0.1], [0.0, 0.0, 0.1], [0.0, 0.1, 0.0], [0.0, 0.1, 0.0]],
  "lowdin_charge": [0.00, -0.29, 0.10, 0.01, -0.27, -0.12, -0.13, 0.13, 0.14, -0.04, -0.27, 0.01, -0.01, -0.14, -0.02, 0.00, 0.10, 0.11, -0.45, 0.06, 0.08, 0.13, -0.12, 0.13, -0.31, 0.15, -0.13, 0.11, 0.11, -0.15, 0.11, -0.20, 0.12, -0.11, 0.12, 0.11, 0.13, 0.12, 0.12, 0.01, 0.09, 0.08, 0.09, 0.08, 0.08, 0.09],
  "de_lowest_ev": 3.115,
  "gap_ev": 9.4,
  "largest_force_ev_per_a": 1.234,
  "multiplicity": 1,
  "smiles": "Cc1noc(C)c1COc1ccc(C(=O)NC[C@@H]2CCCO2)cc1"
}

---

No. 3
{
  "formula": "C18H22N2O4",
  "method": "ωB97M-V/def2-TZVPD",
  "species": ["O", "O", "O", "O", "C", "C", "C", "C", "C", "C", "C", "C", "C", "C", "C", "C", "C", "C", "N", "N", "C", "C", "C", "C", "H", "H", "H", "H", "H", "H", "H", "H", "H", "H", "H", "H", "H", "H", "H", "H", "H", "H", "H", "H", "H", "H"],
  "coordinates": [[1.478969, 0.932056, -3.563764], [3.458212, 3.236000, 1.009087], [1.924279, -1.328399, 2.328757], [-2.779599, -1.766654, -0.569954], [2.248220, 1.153474, -2.643722], [2.733154, 2.850424, 0.096233], [-6.226000, -3.095167, 1.423190], [-4.979855, -3.310695, 2.016585], [-6.306450, -2.446123, 0.188322], [-3.816130, -2.873579, 1.375590], [-5.138428, -2.009335, -0.447740], [-0.272343, -0.508623, 1.821262], [0.641696, -2.395316, 0.622058], [-1.456551, -0.615376, 1.081784], [-0.543350, -2.503808, -0.117183], [-3.880340, -2.206618, 0.134100], [0.773470, -1.408279, 1.599251], [-1.606130, -1.626666, 0.123555], [2.105440, 3.711454, -0.717880], [1.836901, 0.968718, -1.387970], [3.651198, 1.639917, -2.955396], [2.222212, 5.165242, -0.625688], [3.705961, 0.443123, 0.155649], [2.486369, 1.337789, -0.119167], [1.830810, -0.679775, 3.044670], [-7.130546, -3.437990, 1.916785], [-4.914798, -3.825020, 2.971109], [-7.273037, -2.285050, -0.280845], [-2.860265, -3.072425, 1.849409], [-5.197646, -1.511540, -1.410286], [-0.180671, 0.267981, 2.573207], [1.463174, -3.083028, 0.447434], [-2.280375, 0.070035, 1.257080], [-0.654688, -3.278132, -0.870163], [1.512531, 3.326275, -1.438728], [0.923003, 0.546321, -1.316701], [4.355511, 0.833702, -2.763700], [3.909723, 2.508883, -2.357646], [3.701619, 1.906315, -4.010131], [3.242579, 5.470246, -0.866864], [1.993307, 5.489676, 0.391687], [1.528757, 5.644353, -1.318079], [4.011606, 0.560992, 1.196109], [4.545414, 0.725886, -0.476237], [3.451550, -0.603159, -0.016702], [1.761538, 1.081891, 0.651630]],
  "forces_ev_per_angstrom": [[-0.2, -0.2, -0.3], [-0.3, -0.4, -0.4], [0.2, -0.1, 0.1], [-0.5, -0.1, -0.1], [0.3, 0.3, -1.7], [0.9, 0.1, 0.6], [0.1, 0.0, -0.1], [-0.1, 0.3, -0.7], [0.7, -0.1, 0.2], [0.1, 0.1, -0.2], [0.0, 0.0, 0.0], [-0.5, -0.3, -0.6], [-0.2, 0.1, -0.1], [0.2, -0.3, -0.1], [0.0, 0.3, 0.3], [-0.9, -0.5, 0.7], [-0.5, 0.3, 0.1], [1.0, 0.0, 0.8], [-0.8, 0.1, -0.8], [-0.2, 0.4, 1.9], [-0.2, 0.0, 0.2], [0.2, -0.3, 0.3], [0.1, 0.6, 0.3], [0.1, -0.6, -0.4], [0.0, -0.2, -0.4], [0.1, 0.1, -0.1], [0.1, 0.1, -0.2], [0.2, 0.0, 0.0], [0.0, 0.1, -0.1], [0.1, 0.0, 0.1], [0.0, 0.0, 0.0], [-0.1, 0.1, 0.0], [0.1, -0.1, 0.0], [0.0, 0.1, 0.1], [0.1, 0.1, 0.1], [-0.1, 0.1, -0.1], [0.1, 0.0, 0.1], [0.2, 0.0, 0.2], [-0.1, -0.1, 0.1], [-0.1, 0.1, 0.1], [0.1, 0.0, -0.1], [0.1, -0.2, 0.0], [0.1, 0.0, -0.1], [0.1, -0.1, 0.0], [-0.1, 0.1, 0.0], [-0.2, 0.0, 0.0]],
  "lowdin_charge": [0.04, 0.05, 0.04, 0.02, -0.56, -0.47, -0.10, -0.08, -0.08, -0.01, -0.01, -0.03, 0.00, 0.00, 0.02, -0.24, -0.34, -0.30, 0.02, 0.10, 0.01, -0.05, -0.03, -0.24, 0.12, 0.10, 0.10, 0.10, 0.11, 0.12, 0.12, 0.12, 0.13, 0.13, 0.13, 0.15, 0.08, 0.07, 0.09, 0.09, 0.09, 0.09, 0.08, 0.07, 0.08, 0.13],
  "de_lowest_ev": 1.799,
  "gap_ev": 9.1,
  "largest_force_ev_per_a": 1.944,
  "multiplicity": 1,
  "smiles": "CNC(=O)[C@H](C)NC(C)=O.Oc1ccc(Oc2ccccc2)cc1"
}